{
  "formula": "C42H69CoFI2N2OP2SSi",
  "method": "ωB97M-V with the def2-TZVPD basis set",
  "s_squared": 3.81,
  "fmax_ev_per_a": 3.6,
  "lumo_ev": [0.033, -2.618],
  "e_homo_ev": [-4.603, -6.261],
  "energy_ha": -5274.8763,
  "total_charge": 0,
  "spin_multiplicity": 4,
  "symbols": ["I", "I", "Co", "S", "P", "P", "Si", "F", "O", "N", "N", "C", "C", "C", "C", "C", "C", "C", "C", "C", "C", "C", "C", "C", "C", "C", "C", "C", "C", "C", "C", "C", "C", "C", "C", "C", "C", "C", "C", "C", "C", "C", "C", "C", "C", "C", "C", "C", "C", "C", "C", "C", "C", "H", "H", "H", "H", "H", "H", "H", "H", "H", "H", "H", "H", "H", "H", "H", "H", "H", "H", "H", "H", "H", "H", "H", "H", "H", "H", "H", "H", "H", "H", "H", "H", "H", "H", "H", "H", "H", "H", "H", "H", "H", "H", "H", "H", "H", "H", "H", "H", "H", "H", "H", "H", "H", "H", "H", "H", "H", "H", "H", "H", "H", "H", "H", "H", "H", "H", "H", "H", "H"],
  "xyz": [[-0.83572, 2.99679, 3.11011], [-4.09358, 5.57882, 0.41693], [0.58844, 2.27405, 1.10474], [-3.15182, -1.38125, 2.57749], [0.52745, 3.18709, -0.81201], [0.47211, -2.61987, -1.06367], [1.79026, 0.67847, 0.44063], [-0.61410, -1.38674, -0.91672], [1.41172, -0.87377, 4.41897], [-4.20341, -0.29655, 4.81928], [-1.96779, -0.97029, 4.87963], [1.80023, -2.30187, 0.07384], [2.31123, 1.23488, -1.29977], [-3.49942, 2.30494, -1.59854], [-1.08301, 3.13678, -1.70903], [2.34308, -1.09427, 0.64285], [-3.50045, 2.96649, -2.95723], [-3.11917, -0.79113, 4.18484], [2.99136, 5.94258, -1.68323], [-2.17981, 2.51827, -0.82837], [-5.53966, 1.00423, 6.48249], [1.57001, -3.40579, -5.59316], [3.54939, -3.63782, 1.18377], [1.43808, 5.93066, -1.61205], [3.18975, 0.46194, -2.09741], [3.59191, 0.90399, -3.33420], [4.11010, -2.46928, 1.67127], [3.49206, -1.23300, 1.43975], [-0.85986, -4.09753, 0.96179], [2.49824, -3.91510, -4.43809], [0.82065, 5.08105, -0.47450], [-1.67723, -5.39972, 1.07959], [0.97707, -2.70251, -2.79728], [-3.07696, -4.31707, -0.68334], [-0.91453, -2.28770, 6.74174], [1.70350, -4.03120, -3.12122], [-2.34379, 2.41867, -3.82118], [-1.72330, -4.37157, -1.46057], [2.42470, -3.54499, 0.38104], [0.69640, -2.14370, -5.26754], [3.17388, 5.22296, 0.68980], [-1.02206, 2.37497, -3.02849], [-2.15958, -1.99767, 5.96717], [2.65038, 1.72490, 1.76370], [-0.07201, -2.37052, -3.93193], [1.81154, 2.44439, -1.80351], [2.19566, 2.89489, -3.07663], [-4.21705, 0.84703, 5.74810], [-3.10067, -5.27832, 0.50216], [3.70539, 6.23526, -0.32746], [1.67690, 5.16338, 0.80994], [-0.52517, -4.01728, -0.52969], [3.09977, 2.09405, -3.85389], [3.35298, 4.98069, -2.06647], [-0.79950, -3.19379, -4.01741], [-5.84061, 0.08441, 7.02355], [0.99716, 5.68733, -2.58008], [-3.92095, -4.54039, -1.38811], [-0.63965, 1.31868, -2.84984], [2.12165, -1.20515, 5.01091], [0.94374, -0.21159, 4.93673], [1.72263, 3.80185, -3.48738], [4.00144, -0.35049, 1.80716], [2.89693, 1.19503, 2.68788], [-4.47860, 2.81577, -3.45067], [3.26068, -3.15106, -4.21440], [-1.81921, -3.76019, -2.34770], [-1.75898, 1.60071, -0.39451], [0.07435, -4.16289, 1.59346], [4.98442, -2.47516, 2.37606], [0.82899, -4.21807, -5.83294], [-6.35129, 1.29360, 5.84411], [1.34212, 4.34279, 1.45139], [-0.21378, 2.83737, -3.66271], [-5.05959, -0.41065, 4.29982], [1.75234, -1.88412, -2.91704], [3.32221, 6.69988, -2.39119], [-3.93247, 1.78619, 5.22066], [3.96656, -4.60564, 1.42236], [-1.37023, 4.15212, -1.96748], [-1.15961, -3.00961, 7.54325], [0.00148, -1.94644, -6.11793], [-2.94120, -1.67465, 6.63467], [1.99325, -4.45003, -0.08831], [-1.08467, -6.17077, 0.55276], [2.10568, -3.28803, -6.54400], [-4.34048, 2.64991, -0.97899], [-3.40489, 4.07123, -2.79023], [3.64876, 5.41208, 1.70553], [-3.41791, 0.67319, 6.47695], [3.45854, 2.35300, 1.35583], [0.96824, -4.85804, -3.24159], [3.58098, 4.21635, 0.44518], [-2.24324, 2.98865, -4.71876], [-3.65082, 1.21179, -1.69409], [-5.32483, 1.78971, 7.19643], [-3.27798, -3.28590, -0.33489], [-2.44755, -2.97482, 5.50200], [4.80153, 6.20867, -0.39079], [-1.45786, -3.26144, 1.32246], [-0.40200, -1.37734, 7.12221], [3.40105, 2.45219, -4.81484], [1.21387, 6.97379, -1.36996], [0.14773, -4.91320, -0.71096], [-2.42537, 3.15395, 0.01975], [-3.74095, -4.93687, 1.31776], [-0.71649, -1.51522, -3.72076], [4.17302, 0.23573, -4.02016], [-2.61246, 1.42243, -4.18694], [2.89933, -4.92077, -4.68970], [-1.67916, -5.75034, 2.13164], [-0.21879, 5.36274, -0.24700], [1.30065, 6.04587, 1.39149], [-3.52849, -6.25593, 0.22879], [-1.54805, -5.40385, -1.84300], [2.34488, -4.30531, -2.27618], [3.69541, -0.42746, -1.69896], [3.42149, 7.25145, 0.00374], [-0.18849, -2.80839, 6.09611], [1.93647, 2.48160, 2.22027], [1.40800, -1.30062, -5.13240], [-1.20346, -1.23156, 4.26656]],
  "forces_ev_per_a": [[-0.34, 0.07, 0.25], [0.09, 0.00, 0.06], [-2.64, -0.11, 1.61], [-0.49, 0.60, 0.96], [0.03, 1.92, 1.01], [-2.11, 2.78, 1.05], [-0.85, -0.72, -0.79], [1.79, -1.79, -0.63], [0.71, -0.52, 0.51], [-0.26, 0.26, 0.00], [0.27, -0.50, 1.97], [1.08, -0.59, 0.54], [1.14, -1.05, -0.10], [-0.14, -1.13, 0.53], [-0.30, -0.28, -0.52], [0.12, -0.29, -0.80], [-0.22, 0.62, -0.24], [-0.34, -0.81, -2.30], [0.49, -0.45, 0.25], [0.13, 0.19, 0.17], [0.74, -0.71, 0.37], [-1.13, -0.83, -0.07], [-0.28, -0.24, -0.31], [0.43, 0.56, 0.91], [0.21, 0.36, 0.90], [-0.06, -0.54, -1.77], [0.20, 1.07, 1.39], [0.57, -1.32, -0.22], [0.21, -0.45, 0.51], [-0.92, 0.65, 0.04], [1.06, -1.44, -0.88], [0.59, -0.74, 0.73], [0.28, 1.02, -1.42], [-0.63, 0.32, -0.79], [1.19, -0.17, 0.17], [-0.63, -0.53, -0.02], [-0.61, -0.41, 0.83], [-0.94, -0.53, 0.39], [-0.45, -0.02, -0.59], [0.87, -0.75, 0.42], [1.73, -0.62, 0.97], [1.59, -0.52, -0.92], [0.20, -0.19, -0.89], [0.64, 0.87, 0.09], [-0.03, -0.25, 0.01], [0.36, -0.14, -1.63], [0.73, -1.20, -0.55], [0.88, -0.21, -0.04], [0.36, -0.25, 0.43], [-1.41, -0.09, -0.17], [-1.62, 1.17, 0.84], [1.19, -1.50, -0.82], [-1.19, 1.34, 1.32], [0.04, 0.09, 0.12], [0.48, -0.04, -0.22], [0.29, 0.46, -0.25], [0.03, 0.12, -0.03], [0.77, 0.13, 0.50], [-0.62, 1.03, -0.10], [-0.72, 0.36, -0.55], [-0.05, 0.23, -0.03], [0.59, -0.48, 0.12], [-0.24, -0.06, 0.07], [0.24, -0.04, -0.26], [0.45, 0.05, 0.09], [0.25, -0.52, -0.49], [0.15, 0.37, -0.03], [-0.35, -0.02, -0.09], [-0.97, 0.16, -0.76], [-0.76, -0.20, -1.02], [0.60, 0.41, 0.34], [-0.39, 0.26, -0.41], [0.37, 0.15, 0.06], [-0.80, -0.51, 0.53], [0.12, 0.10, -0.30], [-0.65, -0.62, 0.57], [-0.19, 0.06, -0.28], [-0.29, -0.58, 0.14], [0.06, -0.03, -0.07], [0.11, 0.40, 0.11], [0.19, 0.57, -0.13], [0.54, -0.02, 0.73], [-0.37, 0.19, 0.02], [0.50, 0.37, 0.64], [-0.34, 0.07, 0.04], [0.17, 0.22, 0.39], [0.22, 0.01, -0.25], [0.00, -0.77, -0.34], [-0.76, -0.05, -0.98], [-0.13, 0.06, -0.07], [0.14, -0.48, 0.48], [0.16, 0.49, 0.22], [-0.30, 0.46, -0.23], [0.19, 0.68, -0.56], [-0.05, 0.38, -0.23], [-0.47, 0.20, 0.30], [0.32, -0.37, -0.17], [-0.25, 0.76, 0.15], [-0.32, -0.11, -0.20], [0.13, 0.23, -0.04], [-0.50, -0.58, 0.04], [0.11, 0.03, -0.51], [-0.45, 0.11, -0.22], [-0.24, 1.05, 0.25], [0.43, 0.17, 0.22], [-0.11, 0.37, -0.23], [0.39, 0.25, 0.31], [-0.17, 0.76, 0.85], [-0.01, -0.10, 0.26], [0.13, 0.88, 0.09], [-0.24, 0.31, -0.48], [0.32, 0.19, -0.06], [0.45, -0.30, -0.50], [0.45, 0.16, -0.07], [-0.28, 0.61, 0.28], [0.18, -0.03, -0.30], [-0.54, 0.16, 0.00], [0.12, -0.24, -0.10], [-0.12, 0.24, 0.14], [0.53, -0.06, -0.05], [-0.67, -0.11, -0.15], [-0.15, 0.00, -0.07]],
  "mulliken_charge": [-0.62, 0.04, -0.87, -0.30, 0.72, 1.08, 1.21, -0.38, -0.57, -0.06, 0.14, 0.06, 0.21, -0.60, 0.39, 1.60, -0.64, -0.24, -0.36, -0.32, -1.23, -0.80, -1.06, -1.17, -0.36, -0.70, -0.89, -1.02, -0.13, -0.70, -0.13, -0.94, 1.54, -0.78, -1.09, -1.12, -0.83, -0.67, -0.96, -0.63, -0.09, 0.16, -0.29, -1.24, -1.08, -0.23, -0.35, -0.23, -0.69, -1.10, -0.26, -0.15, -1.34, 0.07, 0.43, 0.30, 0.29, 0.53, -0.16, 0.26, 0.30, 0.47, 0.44, 0.64, 0.47, 0.32, 0.07, -0.20, 0.44, 0.30, 0.30, 0.37, -0.32, -0.17, 0.28, -0.34, 0.40, 0.26, 0.48, 0.81, 0.38, 0.42, 0.35, 0.17, 0.28, 0.42, 0.37, 0.23, 0.39, 0.26, 0.47, 0.36, -0.20, 0.42, 0.27, 0.38, 0.13, 0.21, 0.44, 0.00, 0.25, 0.46, 0.52, 0.27, -0.12, 0.31, 0.42, 0.34, 0.29, 0.40, 0.47, 0.81, 0.51, 0.32, 0.43, 0.33, 0.44, 0.37, 0.23, -0.13, 0.24, 0.08]
}

***

{
  "formula": "C4H7F3N3OS",
  "method": "ωB97M-V with the def2-TZVPD basis set",
  "fmax_ev_per_a": 6.6,
  "lumo_ev": -4.478,
  "e_above_lowest_kcal_mol": 22.8,
  "e_homo_ev": -14.865,
  "energy_ha": -1093.5355,
  "total_charge": 1,
  "symbols": ["S", "F", "F", "F", "O", "N", "N", "N", "C", "C", "C", "C", "H", "H", "H", "H", "H", "H", "H"],
  "xyz": [[-3.03157, 0.46557, 0.56198], [2.40343, 1.13126, -0.15800], [2.15866, -0.10297, 1.53437], [3.08200, -0.88490, -0.28000], [-1.54368, -1.72479, 0.50640], [0.27520, -1.60802, -0.97876], [-0.44709, 0.37548, 0.17265], [-0.23351, -2.20083, 0.20432], [2.08981, -0.08785, 0.16603], [-1.54314, -0.36475, 0.36672], [-0.42549, 1.76593, 0.39917], [0.68407, -0.29609, -0.61714], [-1.06668, 2.47597, -0.23698], [0.75914, 0.35604, -1.56917], [-2.60009, 1.47461, -0.25865], [-0.67774, 1.94534, 1.45065], [0.63539, 2.08819, 0.28628], [-0.33261, -3.19355, 0.23307], [-0.18610, -1.61464, -1.78295]],
  "forces_ev_per_a": [[-0.35, -0.18, -0.28], [0.83, 2.06, -0.65], [-1.16, -0.66, -1.41], [-1.33, 0.06, 0.10], [-0.46, 3.15, -1.15], [2.80, 0.02, 6.03], [-0.20, -3.47, -1.19], [1.43, 1.08, -0.55], [0.51, -1.25, 0.55], [0.41, -0.61, 0.93], [0.91, 3.04, 0.34], [0.18, 1.19, -0.17], [0.89, -1.36, 0.50], [0.26, -1.19, 1.42], [-0.51, -0.48, 0.54], [-0.14, 0.10, -0.23], [-1.04, -0.04, 0.01], [-0.04, -0.73, -0.63], [-3.00, -0.73, -4.17]],
  "nbo_charge": [0.23, -0.31, -0.31, -0.29, -0.30, -0.43, -0.39, -0.18, 0.96, 0.47, -0.46, 0.06, 0.23, 0.26, 0.16, 0.25, 0.27, 0.41, 0.38]
}